Record 1
This record from OMol25 describes a molecular structure, C42H61BClF4MoN3O4S2Si2Te at a distorted geometry. The level of theory is ωB97M-V with the def2-TZVPD basis set.

The geometry in XYZ format:
```
122
Properties=species:S:1:pos:R:3:forces:R:3:mulliken_spin:R:1
Si -2.763012 3.473772 -2.575785 -0.080 -0.002 -0.024 0.002
H 3.443340 -5.086180 1.416983 -0.014 -0.010 -0.003 0.001
H 0.666124 -4.865448 0.818483 -0.003 -0.019 0.007 0.006
H 1.370844 0.395432 -6.061692 0.003 -0.005 -0.007 0.000
C -1.257592 -3.944036 -1.718834 -0.007 -0.048 0.067 -0.003
H 4.126593 0.259997 1.448471 -0.009 0.021 0.047 -0.009
C -3.534073 -3.598999 4.581529 0.023 -0.024 -0.006 0.000
O -3.313315 -0.095865 3.521825 -0.222 -0.005 -0.061 0.000
C 4.029131 1.582360 4.578770 0.082 -0.049 -0.111 0.012
Cl -5.282225 -4.941965 6.168072 0.001 0.013 -0.010 0.000
H 2.345469 6.391198 -0.964619 -0.020 0.032 -0.001 0.000
H 4.437908 2.677839 -1.850828 0.034 0.033 -0.008 0.001
H -1.615537 5.693366 -2.333520 0.035 0.026 -0.034 0.000
Si 2.338288 3.940753 -1.431958 -0.010 0.021 0.018 -0.001
H 3.983855 5.814125 -1.289557 0.039 0.018 -0.017 0.000
C 3.892268 -4.178558 1.835131 -0.010 0.004 0.002 0.001
F -4.329925 -1.101083 -2.373960 -0.163 -0.081 0.110 0.000
H 4.976300 -4.273833 1.748676 0.021 -0.007 -0.008 0.001
C 2.050426 4.199825 -3.272637 0.009 -0.004 0.002 0.000
C 0.476010 2.216028 3.557366 0.019 -0.113 -0.016 -0.004
H -2.813642 0.811421 1.781332 -0.025 0.027 0.009 0.000
C -1.193381 -0.462328 2.268287 -0.045 -0.065 -0.065 0.012
H 3.137968 1.610764 -1.329671 -0.015 -0.059 -0.037 0.003
H 3.236694 5.517629 0.283454 0.002 -0.026 0.046 0.000
H 4.897585 -4.134282 -0.979067 -0.007 -0.014 -0.005 0.000
H 2.053985 1.153068 -4.620859 0.003 0.005 0.005 0.000
C -5.617894 0.136126 4.975589 -0.011 0.007 0.001 0.000
C -5.355267 -2.315519 5.496893 0.024 0.017 -0.016 0.000
C 1.450820 -3.276031 -2.982694 0.149 0.042 0.054 0.025
C 0.783304 3.632358 -0.457078 -0.054 -0.014 0.017 -0.008
C -4.087368 2.646786 -1.546828 0.017 -0.041 0.003 -0.001
H -2.230988 3.596406 2.670388 -0.030 0.018 -0.007 0.000
H -2.130164 5.067945 -0.764411 0.012 -0.007 0.047 0.000
C 1.995542 -3.146288 -4.250205 -0.036 0.000 0.003 0.000
C -4.675769 -3.512852 5.352207 0.000 -0.064 0.020 0.000
H 0.520617 -5.527845 -0.815462 0.006 -0.011 -0.009 0.002
H -4.356021 4.316559 -4.285554 -0.023 0.023 -0.015 0.000
H -1.919612 -3.122103 -1.991678 -0.010 0.026 -0.009 0.000
H 2.296393 2.471328 5.449995 -0.036 -0.019 -0.013 -0.001
H -4.959516 0.914061 5.363137 0.013 0.014 0.015 0.000
C -1.495676 2.589600 4.480866 0.066 -0.009 0.055 0.000
C 1.254740 0.499700 -4.981605 0.010 0.020 -0.020 0.002
F -2.347517 -0.008050 -1.979689 0.034 -0.115 0.106 0.002
Te -0.475086 1.919436 -0.731453 0.160 0.155 -0.022 0.113
C 5.134993 -3.122002 -0.637605 0.025 -0.009 0.001 0.001
H -1.987585 -2.583676 0.406703 0.014 0.020 -0.001 0.002
H 1.534325 -4.233849 -2.493586 -0.005 -0.025 0.032 -0.002
C 3.379276 -2.948075 1.134267 0.063 -0.030 -0.031 0.019
C 4.549153 0.982767 3.431331 -0.040 0.047 0.125 -0.003
C -3.424082 3.745601 -4.313128 -0.006 0.034 0.003 0.000
B -3.215864 -0.519122 -2.980006 0.030 0.109 -0.006 -0.001
H 0.305964 0.998740 -4.785180 -0.017 0.004 0.001 0.000
H -4.783453 3.397223 -1.163071 -0.047 0.023 0.003 0.000
N -0.251426 2.049438 4.696848 -0.054 0.122 0.025 0.001
C 3.587145 2.590726 -1.171647 -0.001 -0.051 0.016 0.007
H 4.648748 1.757021 5.449180 0.019 -0.010 0.008 0.002
C 3.748420 0.762830 2.331153 0.053 0.037 -0.054 0.012
H 0.116753 4.495425 -0.527842 -0.005 0.032 0.016 0.001
H 0.016271 1.463988 5.467511 -0.004 -0.097 -0.091 0.000
H -5.956432 0.477515 3.996361 0.003 0.009 -0.015 0.000
H 3.009133 4.402654 -3.757404 0.015 0.030 -0.025 0.000
O 1.638940 0.853933 1.292189 -0.098 0.530 -0.186 -0.033
H -2.279109 2.539354 5.214604 -0.036 -0.011 0.011 0.000
H -2.715081 4.281609 -4.947437 0.043 0.041 -0.009 0.000
Mo 1.113978 -0.753376 0.174517 0.047 -1.050 0.238 2.174
O -0.566924 -0.612431 3.303067 -0.020 -0.021 0.052 0.009
H 0.202932 -0.175643 -2.594291 0.030 -0.036 0.016 0.026
C 1.317261 -0.836326 -4.293986 0.031 -0.007 -0.013 0.015
C -4.895040 -1.173729 4.859331 0.060 -0.014 0.048 0.000
C 2.393524 1.143254 2.320828 -0.032 -0.317 0.203 -0.057
N -0.225525 2.850818 2.647815 0.095 0.128 -0.029 -0.001
H 1.608905 3.331985 -3.762017 0.031 -0.046 0.001 0.000
H 1.856276 -5.000311 -5.341453 -0.004 -0.004 -0.005 0.000
H 3.285041 -4.041556 -5.729140 0.008 0.006 -0.007 0.000
C -2.691081 -0.167686 2.243109 0.111 0.079 0.053 0.001
C -2.418003 5.166303 -1.813162 0.007 -0.030 0.021 0.000
C 0.844458 -2.193925 -2.330667 -0.041 0.069 -0.049 -0.111
C -3.052013 -2.461750 3.949667 -0.088 0.048 -0.061 0.000
H -3.012936 -4.540538 4.480659 0.010 -0.016 0.001 0.000
C 2.701366 1.967930 4.577267 -0.007 0.133 -0.028 -0.007
H -6.482044 0.042658 5.633710 -0.004 0.001 0.002 0.000
H -1.863962 -4.774218 -1.347755 -0.014 -0.008 -0.007 0.000
C 0.722985 -4.618324 -0.241971 0.009 -0.050 -0.003 -0.011
C 2.621353 -4.344035 -4.917807 0.003 0.004 -0.016 0.000
H 5.982594 -3.197882 0.050005 0.014 -0.006 0.010 0.002
C 3.940907 -2.468584 0.012928 -0.081 0.009 0.049 0.040
H -3.315827 5.787856 -1.854028 -0.024 0.030 -0.001 0.000
H -3.629469 2.774669 -4.763505 -0.012 -0.042 -0.013 0.000
C -3.729747 -1.255739 4.084452 0.041 0.064 0.052 0.000
N 0.394845 -2.238053 -0.990351 0.028 0.174 0.013 -0.012
H 3.959794 2.599452 -0.145407 0.009 -0.023 0.041 -0.001
H -0.618845 -2.947636 1.489639 0.013 -0.043 -0.037 -0.007
H -1.635598 -4.257376 0.876763 -0.029 -0.004 0.007 -0.001
H -3.195984 -0.900816 1.607363 0.039 -0.021 0.037 0.000
F -2.539551 -1.448848 -3.766516 0.123 -0.150 -0.077 0.000
C 1.938594 -1.919358 -4.900605 -0.005 0.005 0.033 -0.009
H -6.253465 -2.274924 6.099739 -0.011 0.001 0.007 0.000
H -2.138971 -2.498664 3.373921 0.007 -0.066 0.023 0.000
C -1.450340 3.093857 3.217695 -0.065 -0.091 -0.079 0.000
H 1.395849 5.056667 -3.448450 -0.035 0.017 -0.027 0.000
O -0.762198 -0.552836 1.062159 0.171 0.202 -0.037 -0.097
S 1.984478 -2.195552 1.886324 -0.135 0.212 -0.314 -0.053
C -0.298686 -3.503477 -0.598426 -0.015 0.063 -0.019 0.030
C 3.043847 5.569785 -0.789113 0.001 -0.009 -0.049 0.000
H -3.659482 2.109907 -0.699269 0.027 0.025 0.029 0.001
H 1.746017 -4.300819 -0.433360 0.000 0.011 -0.001 -0.001
H 5.453888 -2.548664 -1.506454 -0.002 0.020 -0.005 -0.001
H 3.634276 -4.149510 2.894337 0.000 0.014 0.018 0.001
H 5.585852 0.666698 3.403178 0.017 0.003 0.012 0.000
H -1.253856 1.654943 -3.282147 -0.008 -0.058 -0.024 0.002
S 3.332601 -1.025485 -0.777937 -0.028 0.118 -0.044 -0.064
H -4.630606 1.917573 -2.147388 -0.005 0.020 0.011 0.000
C 1.872669 1.774042 3.470035 0.116 0.095 0.108 -0.003
C 0.763424 -0.992034 -3.031689 -0.141 0.024 -0.043 -0.031
C -1.139968 2.548102 -2.673449 -0.016 0.001 0.033 -0.001
H -0.753393 -4.275334 -2.623445 0.035 -0.010 0.003 0.001
H 1.060755 3.545673 0.594992 -0.033 0.001 0.103 0.000
C -1.188998 -3.290392 0.628021 -0.056 -0.024 -0.004 0.009
H -0.364288 3.185588 -3.098607 -0.042 -0.044 -0.014 0.000
H 2.367774 -1.811726 -5.891870 0.010 0.002 -0.021 0.001
H 3.201455 -4.933575 -4.206162 0.009 -0.008 0.013 0.000
F -3.627611 0.564658 -3.792146 -0.032 0.107 -0.149 0.000
```
Forces are in eV/Å.

E_LUMO (spin up / spin down) = 3.7 / 3.7 eV
orbital gap (spin up / spin down) = 5.854 / 6.018 eV
DFT total energy = -4698.86597 a.u.
spin multiplicity = 3
relative energy (zero: lowest compared OMol25 entry of this formula, charge and spin) = 6.2 kcal per mole
expectation value of S² = 2.041
M = 1138.07 g mol⁻¹
net charge = -2

---

Record 2
This record from OMol25 describes C5H6O in the gas phase at a distorted geometry. The level of theory is ωB97M-V with the def2-TZVPD basis set.

The geometry in XYZ format:
```
12
Properties=species:S:1:pos:R:3:forces:R:3:nbo_charge:R:1
H -4.062420 -0.614222 1.440804 -1.778 0.702 1.155 0.068
C 1.575834 -0.314439 0.067709 0.150 0.377 -0.421 -0.628
H 1.177189 1.706612 0.147975 -1.027 0.547 -0.720 0.223
H -2.169474 0.439023 -1.634625 -0.508 -0.303 -0.196 0.206
H 2.286362 -0.372716 -0.743745 0.326 -0.427 0.055 0.223
H 0.981468 -1.130542 0.270575 -0.838 -2.580 -0.428 0.224
H 1.991364 -0.139158 1.015409 1.493 0.341 1.111 0.217
C -3.139686 -0.758277 0.964165 1.818 -2.182 -0.273 0.083
O -2.932555 0.306001 0.305491 -0.185 1.093 -0.905 -0.457
C -1.868942 0.335367 -0.609575 2.030 1.302 0.013 0.026
C 0.646424 0.792002 -0.134996 0.948 1.168 0.803 -0.205
C -0.611056 0.608862 -0.312125 -2.428 -0.039 -0.195 0.021
```
Forces are in eV/Å.

E_LUMO = 0.9 eV
orbital gap = 9.338 eV
DFT total energy = -269.14464 a.u.
spin multiplicity = 1
relative energy (zero: lowest compared OMol25 entry of this formula, charge and spin) = 126.5 kcal per mole
M = 82.10 g mol⁻¹